ORCA calculation (wB97M-V/def2-TZVPD) on 2 unconnected molecules or ions with the total composition C3H5NS in a non-equilibrium geometry.

```
! wB97M-V def2-TZVPD RIJCOSX def2/J DEFGRID3
* xyz 0 1
C -0.44 -0.19 -0.40
C -2.46 0.28 0.56
C 2.00 -0.05 0.00
N 0.55 0.20 0.16
S -3.83 -0.21 -0.06
H -0.71 -0.49 -1.43
H -2.11 0.92 1.31
H 2.69 0.63 0.69
H 2.21 -0.02 -1.17
H 2.12 -1.06 0.34
*
```

E_HOMO	-7.16	eV
largest force on an atom	4.22	eV/A
LUMO level	0.032	eV
ΔE to the lowest compared entry with this formula, charge and spin	4.4420	eV